[1]
A cluster of 6 separate species, C23H66IN3O24P6 in total in a non-equilibrium geometry, computed with ωB97M-V/def2-TZVPD.

Structure (XYZ):
```
123
C23H66IN3O24P6 | the OMol25 dataset | ωB97M-V/def2-TZVPD
C 7.926 2.381 1.792
N 6.991 3.428 1.369
C 7.186 4.690 2.083
C 6.331 5.769 1.358
C 4.895 5.187 1.294
O 3.984 6.214 0.914
C 2.976 6.475 1.857
N 2.149 7.510 1.243
C 2.095 5.228 2.169
C 2.307 4.617 3.556
C 1.694 5.433 4.700
I 1.333 2.677 3.501
N 6.290 7.070 2.053
P 7.768 7.648 2.514
O 8.804 7.343 1.524
O 7.580 9.226 2.600
O 8.167 7.175 3.994
H 8.168 2.488 2.849
H 7.451 1.411 1.639
H 8.843 2.366 1.194
H 7.119 3.570 0.375
H 8.258 4.929 2.045
H 6.797 4.626 3.104
H 6.655 5.952 0.336
H 4.691 4.750 2.271
H 4.874 4.447 0.498
H 3.350 6.937 2.785
H 1.672 8.052 1.947
H 1.486 7.075 0.616
H 1.043 5.497 2.098
H 2.329 4.487 1.402
H 3.343 4.411 3.808
H 1.768 6.510 4.532
H 0.684 5.129 4.957
H 2.287 5.241 5.598
H 5.602 7.086 2.796
H 8.430 9.613 2.842
H 8.606 6.319 3.915
C 1.056 0.586 -3.199
O 2.040 1.475 -3.743
P 2.614 2.627 -2.706
O 2.785 1.833 -1.465
O 1.194 3.455 -2.750
C 0.576 3.751 -4.011
O 3.427 3.988 -2.190
C 3.488 5.150 -3.039
H 0.540 0.125 -4.039
H 1.538 -0.192 -2.611
H 0.330 1.121 -2.590
H -0.261 3.072 -4.173
H 1.272 3.655 -4.844
H 0.202 4.773 -3.981
H 2.543 5.693 -2.995
H 3.711 4.882 -4.072
H 4.277 5.798 -2.664
C -5.281 -0.830 -3.589
O -4.962 -0.840 -2.200
P -3.347 -0.997 -1.829
O -2.743 -0.116 -2.863
O -3.412 -2.569 -2.305
C -4.448 -3.435 -1.793
O -1.938 -1.319 -1.000
C -1.961 -2.227 0.117
H -6.343 -1.061 -3.666
H -5.096 0.155 -4.012
H -4.711 -1.583 -4.132
H -5.216 -3.577 -2.550
H -4.914 -3.029 -0.897
H -4.007 -4.401 -1.554
H -1.992 -3.256 -0.242
H -2.813 -2.040 0.770
H -1.045 -2.082 0.684
C -10.056 -5.407 -2.167
O -9.615 -5.386 -0.810
P -7.988 -5.539 -0.593
O -7.414 -4.670 -1.639
O -8.012 -7.123 -1.001
C -9.023 -7.990 -0.449
O -6.655 -5.764 0.358
C -6.746 -6.639 1.502
H -11.122 -5.634 -2.146
H -9.907 -4.432 -2.627
H -9.538 -6.174 -2.741
H -9.788 -8.180 -1.203
H -9.491 -7.553 0.431
H -8.565 -8.934 -0.165
H -6.701 -7.679 1.178
H -7.662 -6.470 2.066
H -5.894 -6.437 2.145
C -8.561 -11.778 4.178
O -9.891 -11.901 3.674
P -10.464 -10.597 2.812
O -9.241 -10.245 2.039
O -10.561 -9.756 4.230
C -11.238 -10.329 5.360
O -11.465 -9.469 2.103
C -12.823 -9.326 2.566
H -8.458 -12.520 4.970
H -7.839 -11.990 3.393
H -8.383 -10.786 4.591
H -10.503 -10.695 6.077
H -11.891 -11.153 5.076
H -11.837 -9.552 5.833
H -12.839 -8.760 3.498
H -13.301 -10.293 2.713
H -13.376 -8.771 1.813
C 11.821 2.273 -4.631
O 11.434 3.419 -3.871
P 10.293 3.150 -2.719
O 10.709 1.884 -2.089
O 9.080 2.963 -3.809
C 8.963 3.872 -4.912
O 9.275 3.734 -1.567
C 8.562 4.969 -1.800
H 12.298 2.644 -5.537
H 12.534 1.674 -4.070
H 10.958 1.667 -4.904
H 9.330 3.393 -5.820
H 9.522 4.792 -4.751
H 7.910 4.119 -5.044
H 7.714 4.788 -2.463
H 9.217 5.724 -2.230
H 8.187 5.313 -0.842
```

The calculation puts the orbital gap at 6.25 eV. The SMILES is CNC[C@@H](CO[C@@H](N)C[C@@H](C)I)NP(=O)(O)O.COP(=O)(OC)OC.COP(=O)(OC)OC.COP(=O)(OC)OC.COP(=O)(OC)OC.COP(=O)(OC)OC. Its total energy is -5231.7575 hartree.

Mulliken atomic charge list, values in e, 4 entries:
1 C -0.893
2 N -0.179
3 C -0.976
4 C 0.508

[2]
A structure of composition C42H62BrFeN7O2PSi in a non-equilibrium geometry, computed with ωB97M-V/def2-TZVPD.

Structure (XYZ):
```
117
C42H62BrFeN7O2PSi | the OMol25 dataset | ωB97M-V/def2-TZVPD
Fe -0.679 -0.427 1.395
C 1.411 -4.999 -3.045
C 0.639 -4.253 -1.984
C -0.698 -3.898 -2.154
C -1.390 -3.230 -1.160
C -0.808 -2.913 0.075
N -1.488 -2.272 1.124
C -2.687 -2.797 1.575
C -3.194 -4.037 1.131
C -4.407 -4.550 1.545
C -5.199 -3.882 2.476
C -6.515 -4.442 2.959
C -4.679 -2.715 2.993
C -3.464 -2.177 2.574
N -3.033 -0.979 3.257
C -3.806 -0.164 4.007
C -2.982 0.714 4.672
C -1.699 0.354 4.256
N -1.727 -0.672 3.406
C 0.541 -3.234 0.213
C 1.248 -3.879 -0.796
N 1.215 -2.965 1.444
C 2.155 -3.751 2.015
C 2.548 -3.153 3.181
C 1.774 -1.987 3.251
N 0.964 -1.870 2.200
H 0.760 -5.296 -3.867
H 2.218 -4.391 -3.461
H 1.866 -5.903 -2.635
H -1.202 -4.146 -3.083
H -2.434 -2.975 -1.306
H -2.598 -4.615 0.439
H -4.737 -5.506 1.152
H -6.982 -5.056 2.190
H -6.381 -5.072 3.842
H -7.214 -3.648 3.225
H -5.231 -2.225 3.786
H -4.879 -0.249 4.020
H -3.272 1.494 5.358
H -0.753 0.780 4.561
H 2.301 -4.100 -0.650
H 2.444 -4.689 1.571
H 3.264 -3.518 3.898
H 1.755 -1.267 4.053
C 0.406 4.955 2.850
O -0.279 3.811 2.322
C 0.248 2.600 2.428
O -0.358 1.670 1.905
N 1.423 2.481 3.079
N 2.004 1.234 3.293
H -0.187 5.814 2.556
H 1.404 5.042 2.420
H 0.454 4.909 3.938
H 1.785 3.219 3.653
H 1.258 0.566 3.431
H 2.503 0.951 2.455
C 5.314 0.096 -2.714
C 4.200 -0.117 -1.667
C 4.803 0.180 -0.281
C 3.811 -1.606 -1.670
Si 2.686 0.990 -2.049
Br 1.217 0.281 -0.349
C 1.799 0.611 -3.696
C 2.788 0.677 -4.877
C 1.152 -0.780 -3.677
C 0.680 1.624 -3.986
C 2.830 2.847 -1.578
C 3.694 3.558 -2.637
C 3.480 3.053 -0.196
C 1.464 3.557 -1.487
H 6.224 -0.399 -2.359
H 5.561 1.150 -2.872
H 5.066 -0.339 -3.680
H 5.482 -0.638 -0.022
H 4.048 0.246 0.508
H 5.392 1.096 -0.279
H 4.701 -2.194 -1.414
H 3.465 -1.950 -2.645
H 3.036 -1.833 -0.935
H 3.485 -0.158 -4.881
H 3.367 1.605 -4.905
H 2.215 0.623 -5.809
H 1.890 -1.580 -3.683
H 0.544 -0.895 -4.583
H 0.497 -0.930 -2.817
H 1.077 2.600 -4.270
H -0.003 1.755 -3.145
H 0.095 1.254 -4.834
H 4.703 3.141 -2.702
H 3.797 4.615 -2.365
H 3.243 3.521 -3.633
H 4.537 2.804 -0.182
H 2.975 2.482 0.589
H 3.396 4.116 0.061
H 0.948 3.632 -2.436
H 1.642 4.581 -1.136
H 0.797 3.077 -0.763
C -4.430 -0.032 0.211
P -2.710 0.576 0.134
C -2.330 0.314 -1.629
C -2.972 2.380 0.236
C -2.597 3.263 -0.771
C -2.794 4.633 -0.617
C -3.369 5.131 0.541
C -3.743 4.255 1.554
C -3.536 2.893 1.406
H -5.006 0.458 -0.574
H -4.872 0.200 1.180
H -4.453 -1.115 0.075
H -3.138 0.664 -2.275
H -2.165 -0.752 -1.795
H -1.407 0.833 -1.880
H -2.159 2.898 -1.692
H -2.505 5.308 -1.413
H -3.535 6.196 0.652
H -4.191 4.636 2.464
H -3.812 2.219 2.212
```

The calculation puts the orbital gap (spin up / spin down) at 7.38 / 7.43 eV. The spin multiplicity is 5. Its net charge is +1. Its total energy is -6639.8724 hartree.

Mulliken atomic charge list, values in e, 4 entries:
1 Fe 1.501
2 C -1.660
3 C 0.385
4 C -1.230